Here is a structure of composition C16H43Br3FN6O5P2 at a distorted geometry from the Open Molecules 2025 dataset. Energies are from the ωB97M-V functional and the def2-TZVPD basis.

Atoms and positions in Å:
F1 2.26 -1.08 1.08
C1 4.77 -3.78 -3.46
Br1 3.37 -3.70 -4.88
Br2 6.47 -3.06 -4.25
Br3 5.04 -5.56 -2.71
H1 4.37 -3.15 -2.67
O1 -3.11 -2.18 1.03
P1 -3.95 -3.11 0.23
N1 -3.76 -2.91 -1.44
C2 -2.37 -2.62 -1.80
C3 -4.39 -3.74 -2.50
N2 -5.61 -2.93 0.57
C4 -6.07 -3.54 1.81
C5 -6.43 -1.87 -0.07
N3 -3.63 -4.71 0.42
C6 -4.65 -5.73 0.17
C7 -2.40 -5.33 0.89
H2 -1.73 -3.40 -1.38
H3 -1.99 -1.67 -1.41
H4 -2.29 -2.60 -2.89
H5 -5.33 -4.20 -2.19
H6 -3.71 -4.56 -2.74
H7 -4.53 -3.13 -3.39
H8 -6.37 -2.72 2.47
H9 -6.94 -4.16 1.60
H10 -5.29 -4.10 2.33
H11 -6.17 -1.58 -1.08
H12 -7.49 -2.12 -0.05
H13 -6.24 -1.04 0.61
H14 -4.31 -6.39 -0.63
H15 -4.74 -6.33 1.07
H16 -5.63 -5.32 -0.05
H17 -2.22 -6.15 0.19
H18 -2.36 -5.59 1.95
H19 -1.64 -4.59 0.64
O2 2.11 4.84 -0.28
P2 2.46 5.44 -1.60
N4 4.03 6.30 -1.60
C8 4.55 6.89 -0.37
C9 4.70 6.84 -2.86
N5 1.50 6.72 -2.00
C10 0.36 7.22 -1.15
C11 1.72 7.66 -3.14
N6 2.54 4.28 -2.91
C12 1.66 4.40 -4.03
C13 3.62 3.28 -3.03
H20 5.42 6.33 -0.02
H21 3.84 6.93 0.45
H22 4.82 7.94 -0.49
H23 4.36 6.24 -3.70
H24 5.76 6.77 -2.64
H25 4.41 7.89 -3.00
H26 0.46 8.31 -1.17
H27 -0.60 6.98 -1.59
H28 0.41 6.97 -0.09
H29 2.25 8.59 -2.93
H30 2.28 7.17 -3.94
H31 0.84 8.07 -3.65
H32 1.12 3.47 -4.21
H33 0.98 5.25 -3.99
H34 2.18 4.60 -4.97
H35 4.55 3.85 -2.96
H36 3.64 2.80 -4.01
H37 3.33 2.53 -2.30
C14 2.86 -4.32 5.51
O3 2.39 -4.51 6.82
C15 1.61 -3.62 7.51
O4 1.07 -2.63 6.98
O5 1.44 -4.10 8.76
C16 0.52 -3.49 9.64
H38 3.53 -3.46 5.55
H39 2.04 -4.30 4.79
H40 3.40 -5.25 5.36
H41 0.63 -4.22 10.45
H42 -0.51 -3.49 9.27
H43 0.78 -2.54 10.09

**HOMO energy**: -2.81 eV
**Kohn-Sham gap**: 4.41 eV
**Energy**: -9844.7601 Eh
**Spin multiplicity**: 1
**Total charge**: -1
**LUMO level**: 0.059 Eh

Here is a cluster of 2 separate species, C4H7NO4 in total at a distorted geometry from the Open Molecules 2025 dataset. Energies are from the ωB97M-V functional and the def2-TZVPD basis.

Atoms and positions in Å:
C1 -1.08 1.73 -0.90
C2 -0.89 0.32 -0.43
O1 -1.81 -0.43 -0.13
C3 0.45 -0.39 -1.20
O2 1.19 0.21 -1.95
O3 0.49 -1.73 -1.08
H1 -1.72 2.24 -0.17
H2 -1.58 1.75 -1.87
H3 -0.11 2.23 -0.95
H4 1.24 -2.02 -1.63
N1 0.37 -1.24 2.01
C4 0.98 -0.10 1.60
O4 0.37 0.98 1.54
H5 -0.62 -1.17 2.19
H6 0.70 -2.14 1.69
H7 2.02 -0.23 1.27

**HOMO energy**: -9.68 eV
**ΔE to the lowest compared entry with this formula, charge and spin**: 1.344 eV
**SMILES string**: CC(=O)C(=O)O.NC=O
**Kohn-Sham gap**: 10.07 eV
**Energy**: -512.3331 Eh
**Spin multiplicity**: 1
**LUMO level**: 0.014 Eh